{"formula": "C14H35O3S4SbSi2TcTe2", "method": "wB97M-V/def2-TZVPD", "species": ["C", "C", "H", "C", "C", "H", "C", "C", "H", "H", "S", "H", "C", "H", "H", "H", "H", "H", "H", "Sb", "Te", "H", "H", "C", "C", "C", "H", "H", "H", "S", "H", "H", "Si", "H", "C", "H", "O", "H", "Si", "H", "H", "H", "O", "H", "H", "S", "H", "S", "H", "H", "C", "H", "C", "H", "O", "H", "Tc", "Te", "H", "H", "H", "C"], "xyz": [[4.0123, 2.6428, -0.9733], [-0.1351, 0.5157, 4.0313], [-1.4327, -3.7095, -2.1817], [1.4341, 3.6753, 0.3221], [0.5990, -1.2070, -2.0409], [-0.3728, -5.0510, -1.7070], [1.3416, 2.2547, -2.4689], [2.1184, 0.6292, 0.0621], [1.1512, -4.2567, -4.5682], [1.1203, 2.2580, 3.7126], [-2.4378, -4.7634, 1.5583], [-0.6150, -3.7003, -0.5833], [-1.0144, 0.8984, 2.8580], [1.3429, 1.4377, 5.2695], [2.5605, -3.3228, -0.5235], [0.5741, 3.3489, 0.9024], [4.5273, 2.5531, -0.0146], [2.7662, -4.5775, -1.7303], [-3.9085, 4.0125, -0.5095], [-3.7291, -5.0309, -0.3871], [0.5861, -0.8226, 0.0464], [1.4333, -0.6751, 3.9825], [3.3830, -2.9665, -2.0484], [2.5511, -3.5150, -1.6001], [-0.5157, -3.9697, -1.6422], [0.6072, 1.7502, 4.5277], [2.8893, 0.0214, -0.4327], [2.1910, 4.0239, 1.0283], [-1.7309, 0.4839, 5.4923], [-4.1296, -4.5952, 2.6976], [-0.2768, -0.3880, 5.9665], [-3.0275, 2.7039, -3.1217], [0.9479, -3.0542, -2.4228], [-1.3735, -1.0950, 4.7685], [-0.9351, -0.1652, 5.1271], [1.7463, -2.6100, -4.7107], [-0.5717, 1.5263, 1.8533], [-3.7704, 1.2660, -2.3640], [2.1822, 2.3689, -0.7884], [2.4112, 0.7023, 1.1118], [4.2113, 3.6482, -1.3513], [-0.0742, 2.4480, 5.0149], [0.7463, -0.4019, 3.3600], [-3.3753, 3.4981, 1.1118], [1.3605, -0.5464, -2.4575], [-5.4713, -4.7905, 1.1721], [4.4659, 1.9360, -1.6705], [-2.6262, -1.0593, -0.6446], [1.1368, 4.5424, -0.2728], [0.4738, 1.5887, -2.4961], [-2.8369, 1.7778, -2.5815], [-2.1594, 1.1512, -3.1566], [0.9582, -3.2242, -4.2703], [-0.3702, -0.9133, -2.4461], [-2.2375, 0.4773, 2.6923], [2.0439, 1.8907, -3.2223], [-1.8364, 0.1518, 0.7721], [-1.8849, 2.3262, -0.7709], [0.0083, -2.9232, -4.7163], [-4.4197, 2.4202, 0.1240], [1.0119, 3.2427, -2.7983], [-3.6253, 3.1618, 0.1088]], "nbo_charge": [-1.120, 0.154, 0.228, -1.133, -1.146, 0.267, -1.130, -1.135, 0.275, 0.233, -0.166, 0.211, 0.789, 0.247, 0.238, 0.233, 0.259, 0.278, 0.274, 1.037, 1.137, 0.505, 0.265, -1.137, -1.143, -0.635, 0.265, 0.269, 0.245, 0.223, 0.247, 0.274, 1.650, 0.224, -0.635, 0.267, -0.614, 0.248, 1.641, 0.276, 0.274, 0.246, -0.739, 0.264, 0.271, -0.091, 0.253, 0.166, 0.261, 0.197, -0.881, 0.252, -1.123, 0.249, -0.588, 0.267, 0.263, 1.108, 0.252, 0.250, 0.265, -0.880], "gap_ev": 6.515, "charge": 3}